# C27H48AlBN11O3

A molecular structure, C27H48AlBN11O3 at a distorted geometry (ωB97M-V/def2-TZVPD, the OMol25 dataset).

Calculated values
* calculated total energy: -58581.9954 eV
* total charge: -1

The geometry in XYZ format:
```
91
Properties=species:S:1:pos:R:3:forces:R:3:mulliken_charge:R:1
C 1.656 -0.970 -1.368 0.8 0.5 0.3 -0.766
C 2.855 0.090 -1.462 1.6 -0.9 -2.2 0.605
O 3.660 -0.057 -2.399 -1.8 0.7 2.8 -0.613
O 3.083 1.130 -0.540 -1.5 -1.8 -0.9 -0.376
C 1.844 1.636 0.039 -1.0 0.9 0.5 -0.614
C 0.925 2.355 -1.083 -0.6 0.2 1.1 -0.397
C -0.600 1.809 -1.039 0.9 1.4 0.8 0.637
C -1.588 2.799 -1.794 -0.2 0.1 -1.3 -0.125
C -3.017 2.175 -2.182 0.3 1.1 -0.7 -0.441
Al -3.457 0.375 -1.318 -0.5 0.6 -1.1 0.874
B -3.358 0.326 0.753 -0.2 -0.4 2.0 -0.173
N -3.601 -0.993 1.471 2.3 1.4 0.2 -0.729
O -3.030 1.472 1.626 0.7 -1.4 -0.4 -0.361
H 1.289 -1.071 -0.300 0.1 0.1 -1.5 0.264
H 2.068 -1.965 -1.750 -0.4 1.5 0.6 0.400
H 0.855 -0.650 -2.104 0.8 -0.3 1.2 0.179
H 2.157 2.385 0.850 -0.3 -1.0 -1.4 0.405
H 1.255 0.828 0.607 0.9 0.9 -1.1 0.303
H 1.386 2.299 -2.119 -0.4 -0.2 1.2 0.426
H 0.896 3.456 -0.789 0.0 -1.3 -0.6 -0.057
H -0.879 1.855 0.075 0.2 -0.4 -1.6 -0.213
H -0.617 0.739 -1.414 -0.4 1.3 0.4 -0.243
H -1.084 3.115 -2.783 -0.4 -0.4 1.3 0.176
H -1.783 3.780 -1.241 0.6 -1.5 -0.3 -0.166
H -3.041 2.035 -3.327 0.0 0.1 1.5 0.193
H -3.802 2.993 -1.978 1.0 -1.2 -0.2 0.037
H -2.604 -0.851 -1.914 0.2 0.0 -0.3 -0.422
H -4.997 0.037 -1.705 -0.4 -0.1 -0.1 -0.529
H -2.871 -1.621 1.057 -1.4 0.5 0.3 0.311
H -3.269 -0.877 2.453 -0.6 -0.1 -0.5 0.212
H -2.167 1.199 2.017 -1.0 0.4 0.0 0.225
C -1.586 -4.954 0.177 0.0 -0.2 0.0 -0.885
C -1.621 -3.500 0.005 0.1 -0.1 -0.2 0.289
N -1.649 -2.357 -0.135 0.7 -0.9 0.1 -0.407
H -0.865 -5.420 -0.499 0.0 0.2 0.0 0.217
H -1.304 -5.232 1.194 -0.1 0.2 -0.1 0.335
H -2.560 -5.406 -0.025 0.0 0.2 0.0 0.352
C 0.087 -8.734 0.051 0.0 -0.3 -0.1 -0.700
C -0.576 -8.019 1.142 0.0 -0.1 0.0 0.427
N -1.097 -7.452 1.996 0.2 -0.3 -0.2 -0.451
H -0.237 -8.368 -0.922 -0.1 0.1 0.3 0.102
H 1.171 -8.620 0.095 -0.1 0.2 0.1 0.276
H -0.129 -9.805 0.083 -0.1 0.1 0.2 0.331
C -3.416 3.841 4.005 -0.2 0.0 -0.2 -0.622
C -2.460 4.166 5.066 0.0 0.0 0.0 0.329
N -1.709 4.420 5.900 -0.2 -0.1 -0.2 -0.399
H -2.959 3.912 3.015 0.1 -0.1 0.2 0.173
H -3.804 2.826 4.109 0.2 0.1 0.0 0.214
H -4.272 4.519 4.016 0.2 0.1 0.2 0.317
C 5.980 0.861 1.143 -0.1 0.1 -0.2 -0.090
C 6.153 0.234 2.454 0.0 0.0 -0.1 0.392
N 6.288 -0.259 3.485 0.0 0.2 -0.3 -0.442
H 6.240 1.921 1.167 0.0 -0.1 0.1 -0.039
H 6.612 0.391 0.386 0.0 -0.1 0.2 0.309
H 4.948 0.789 0.793 0.1 -0.1 0.2 -0.145
C 0.713 -9.165 -4.455 0.0 -0.2 -0.3 -0.810
C 0.888 -8.211 -3.358 0.0 0.1 -0.1 0.461
N 1.025 -7.460 -2.497 0.1 -0.2 -0.5 -0.430
H 0.090 -8.751 -5.250 0.0 0.1 0.2 0.269
H 1.671 -9.441 -4.901 0.0 0.2 0.2 0.275
H 0.236 -10.085 -4.113 0.0 0.2 0.2 0.274
C 8.702 4.167 2.329 0.2 0.0 0.3 -0.814
C 7.965 4.055 1.069 0.0 0.1 0.0 0.401
N 7.385 3.966 0.079 0.2 0.0 0.3 -0.386
H 9.065 5.185 2.491 -0.1 0.0 -0.2 0.308
H 8.076 3.905 3.184 -0.1 0.0 -0.2 0.270
H 9.570 3.506 2.346 -0.1 0.0 -0.2 0.262
C -5.809 5.230 -4.324 -0.2 -0.1 -0.2 -0.834
C -4.841 5.574 -3.281 0.0 0.0 0.0 0.384
N -4.082 5.843 -2.462 -0.2 0.1 -0.3 -0.391
H -5.361 5.282 -5.319 0.1 0.0 0.2 0.252
H -6.194 4.217 -4.193 0.2 0.1 0.2 0.272
H -6.665 5.908 -4.316 0.2 0.0 0.2 0.312
C -0.629 6.704 -2.085 -0.1 0.2 -0.4 -0.649
C -0.442 6.092 -0.769 0.0 0.0 0.0 0.458
N -0.297 5.605 0.262 0.0 0.2 -0.3 -0.440
H -0.378 7.767 -2.075 0.0 -0.1 0.2 0.343
H -0.002 6.227 -2.841 0.0 -0.1 0.2 0.272
H -1.666 6.617 -2.420 0.0 -0.2 0.3 0.089
C -5.065 -3.266 -1.117 -0.1 0.2 0.1 -0.028
C -5.079 -4.541 -1.839 0.0 0.0 0.0 0.266
N -5.090 -5.543 -2.405 0.0 0.2 0.2 -0.477
H -5.628 -3.328 -0.183 0.0 -0.2 -0.1 0.303
H -4.049 -2.958 -0.863 -0.1 0.0 -0.2 -0.400
H -5.507 -2.462 -1.709 0.1 -0.1 -0.1 0.279
C 4.695 0.114 6.369 0.2 0.0 -0.2 -0.671
C 3.605 -0.321 7.247 0.0 0.1 0.0 0.298
N 2.751 -0.662 7.937 0.3 0.1 -0.2 -0.367
H 5.654 0.115 6.891 -0.2 -0.1 0.1 0.267
H 4.799 -0.541 5.502 -0.1 0.0 0.1 0.222
H 4.528 1.125 5.993 -0.2 -0.1 0.1 0.257
```
Forces are in eV/Å.